Computed, not measured: a single C7H8 molecule, with ωB97M-V with the def2-TZVPD basis set.

Its HOMO-LUMO gap (alpha / beta) is 0.30234 / 0.30237 Ha. The LUMO energy (alpha / beta) is -0.453 / -0.452 eV. The calculation puts the electronic energy at -7381.07284 eV.

The geometry in ORCA input format:
```
! RIJCOSX wB97M-V def2-TZVPD def2/J DEFGRID3
* xyz 0 1
C -0.618 -1.641 -0.658
C 0.330 -0.578 -0.092
C 0.904 0.437 -1.116
C 1.110 1.638 -0.283
C 0.894 2.387 0.678
C -0.330 0.274 0.922
C -0.925 0.915 1.830
H -1.453 -1.176 -1.190
H -0.066 -2.273 -1.360
H -1.020 -2.286 0.130
H 1.173 -1.066 0.413
H 1.804 0.033 -1.593
H 0.168 0.632 -1.907
H -0.236 1.962 1.702
H -1.734 0.743 2.524
*
```

Atomic partial charges in e from the Mulliken method, atoms 1 to 4: number 1, C, carries -1.408; number 2, C, carries 0.681; number 3, C, carries -0.496; number 4, C, carries -0.356



Computed, not measured: a single C7H8 molecule, with ωB97M-V with the def2-TZVPD basis set.

Its HOMO-LUMO gap is 0.28410 Ha. The LUMO energy is -0.155 eV. The calculation puts the electronic energy at -7382.13123 eV.

The geometry in ORCA input format:
```
! RIJCOSX wB97M-V def2-TZVPD def2/J DEFGRID3
* xyz 0 1
C -0.802 -1.328 1.831
C -0.222 -0.139 1.389
C -1.111 -1.153 -0.700
C -0.013 0.010 -0.956
C -1.545 -0.697 0.716
C 0.582 0.376 0.453
C 1.780 1.184 0.553
H -1.908 -0.985 -1.591
H -0.835 -2.216 -0.908
H 0.860 -0.184 -1.618
H -0.561 0.858 -1.425
H -2.261 0.133 0.643
H 1.540 2.109 0.103
H 2.491 0.688 -0.032
H 2.005 1.344 1.543
*
```

Atomic partial charges in e from the Mulliken method, atoms 1 to 4: number 1, C, carries -0.796; number 2, C, carries 0.134; number 3, C, carries -0.634; number 4, C, carries -0.596



Computed, not measured: a single C7H8 molecule, with ωB97M-V with the def2-TZVPD basis set.

Its HOMO-LUMO gap is 0.37840 Ha. The LUMO energy is 1.003 eV. The calculation puts the electronic energy at -7383.91455 eV.

The geometry in ORCA input format:
```
! RIJCOSX wB97M-V def2-TZVPD def2/J DEFGRID3
* xyz 0 1
C 1.389 0.055 -0.051
C -1.326 0.151 -0.047
C 2.211 1.057 -0.405
C -2.081 1.031 0.555
C 0.968 -0.926 0.961
C -1.101 -0.979 -0.974
C -0.011 -0.440 -0.127
H 1.928 1.794 -1.135
H 3.165 1.337 0.094
H -1.758 1.608 1.358
H -3.219 1.063 0.341
H 1.323 -1.953 0.908
H 0.690 -0.682 1.934
H -1.634 -1.824 -0.604
H -1.093 -1.038 -1.999
*
```

Atomic partial charges in e from the Mulliken method, atoms 1 to 4: number 1, C, carries 0.086; number 2, C, carries 0.167; number 3, C, carries -0.742; number 4, C, carries -0.737



Computed, not measured: a single C7H8 molecule, with ωB97M-V with the def2-TZVPD basis set.

Its HOMO-LUMO gap is 0.39803 Ha. The LUMO energy is 0.965 eV. The calculation puts the electronic energy at -7384.88317 eV.

The geometry in ORCA input format:
```
! RIJCOSX wB97M-V def2-TZVPD def2/J DEFGRID3
* xyz 0 1
C -0.944 1.122 0.386
C 0.351 0.677 -0.300
C 1.057 -0.542 0.382
C 0.235 -1.340 1.300
C -0.402 -1.989 2.090
C 0.134 0.419 -1.730
C 0.016 0.267 -2.920
H -1.654 0.294 0.462
H -0.718 1.482 1.393
H -1.406 1.935 -0.183
H 1.055 1.520 -0.243
H 1.456 -1.198 -0.398
H 1.921 -0.170 0.942
H -0.968 -2.576 2.781
H -0.135 0.099 -3.962
*
```

Atomic partial charges in e from the Mulliken method, atoms 1 to 4: number 1, C, carries -1.477; number 2, C, carries 0.647; number 3, C, carries -0.851; number 4, C, carries -0.510



Computed, not measured: a molecular structure, C7H8BiCl2O4Tl, with ωB97M-V with the def2-TZVPD basis set.

Its HOMO-LUMO gap (alpha / beta) is 0.16954 / 0.16230 Ha. The LUMO energy (alpha / beta) is -18.212 / -18.207 eV. The calculation puts the electronic energy at -51103.05509 eV.

The geometry in ORCA input format:
```
! RIJCOSX wB97M-V def2-TZVPD def2/J DEFGRID3
* xyz 4 1
Bi 3.872 -1.483 -3.359
Tl 0.735 -0.681 -0.750
Cl 3.304 -3.156 -1.580
Cl 0.714 1.547 -2.130
C 0.633 2.304 0.576
C 5.134 -3.275 -4.304
C 5.668 -0.700 -5.446
O -0.241 2.993 0.865
O 6.222 -3.643 -4.142
O 6.344 -0.375 -6.311
C -2.764 0.287 3.098
C -3.397 1.106 1.944
C -2.423 0.972 0.725
O -1.282 0.150 1.155
C -1.469 -0.301 2.515
H -2.522 0.962 3.927
H -3.453 -0.471 3.490
H -3.633 2.146 2.260
H -4.385 0.704 1.665
H -2.943 0.465 -0.121
H -2.000 1.898 0.273
H -0.597 -0.057 3.127
H -1.518 -1.392 2.524
*
```

Atomic partial charges in e from the Mulliken method, atoms 1 to 4: number 1, Bi, carries 1.787; number 2, Tl, carries 0.716; number 3, Cl, carries -0.136; number 4, Cl, carries 0.065



Computed, not measured: a molecular structure, C7H8Br15N, with ωB97M-V with the def2-TZVPD basis set.

Its HOMO-LUMO gap is 0.35765 Ha. The LUMO energy is -0.446 eV. The calculation puts the electronic energy at -1059513.34056 eV.

The geometry in ORCA input format:
```
! RIJCOSX wB97M-V def2-TZVPD def2/J DEFGRID3
* xyz 0 1
C -0.119 2.472 -1.232
C -1.131 1.753 -1.979
N -1.917 1.247 -2.659
H 0.471 1.810 -0.596
H -0.525 3.340 -0.697
H 0.738 2.749 -1.921
C 4.793 0.729 -1.960
Br 4.979 1.950 -0.505
Br 4.720 1.569 -3.714
Br 3.200 -0.389 -1.891
H 5.549 -0.050 -1.956
C 0.264 -3.438 -3.122
Br -0.047 -1.598 -3.754
Br 1.703 -3.492 -1.679
Br 0.650 -4.476 -4.614
H -0.630 -3.791 -2.647
C 1.410 0.909 3.252
Br 2.582 1.522 1.707
Br 2.018 1.802 4.861
Br 1.527 -0.977 3.529
H 0.469 1.230 3.098
C -3.168 1.600 3.069
Br -2.187 0.923 4.541
Br -2.582 3.280 2.355
Br -5.131 1.646 3.446
H -2.985 0.912 2.234
C -2.850 -2.703 0.462
Br -1.965 -2.705 2.284
Br -2.556 -1.106 -0.526
Br -4.750 -3.104 0.635
H -2.528 -3.614 -0.021
*
```

Atomic partial charges in e from the Mulliken method, atoms 1 to 4: number 1, C, carries -0.442; number 2, C, carries 0.361; number 3, N, carries -0.438; number 4, H, carries 0.013



Computed, not measured: a molecular structure, C7H8BrClO2S2, with ωB97M-V with the def2-TZVPD basis set.

Its HOMO-LUMO gap (alpha / beta) is 0.24163 / 0.26200 Ha. The LUMO energy (alpha / beta) is -1.117 / -2.822 eV. The expectation value of S² is 2.030. The calculation puts the electronic energy at -115711.58395 eV.

The geometry in ORCA input format:
```
! RIJCOSX wB97M-V def2-TZVPD def2/J DEFGRID3
* xyz 0 3
C -2.494 -2.722 0.395
C -1.167 -0.749 0.390
C -1.283 -2.061 0.292
C -3.202 -0.388 1.153
C 0.095 0.920 -1.166
C 1.017 0.214 0.807
C -0.397 0.462 0.205
O -5.304 0.823 0.466
O -3.145 2.076 0.362
S -3.889 -1.893 0.948
S -3.902 0.830 0.170
Cl -3.630 0.204 -1.709
Br 0.209 -3.130 -0.490
H -2.779 -3.796 0.237
H -0.712 1.145 -1.953
H 0.577 0.076 -1.727
H 0.709 1.735 -1.132
H 1.709 -0.358 0.106
H 0.897 -0.392 1.771
H 1.577 1.021 1.162
H -1.058 1.312 0.809
*
```

Atomic partial charges in e from the Mulliken method, atoms 1 to 4: number 1, C, carries -0.283; number 2, C, carries -0.674; number 3, C, carries 0.410; number 4, C, carries -0.125



Computed, not measured: a molecular structure, C7H8BrCrF12NO13S4, with ωB97M-V with the def2-TZVPD basis set.

Its HOMO-LUMO gap (alpha / beta) is 0.18683 / 0.22374 Ha. The LUMO energy (alpha / beta) is 2.559 / 2.550 eV. The expectation value of S² is 6.008. The calculation puts the electronic energy at -209915.25861 eV.

The geometry in ORCA input format:
```
! RIJCOSX wB97M-V def2-TZVPD def2/J DEFGRID3
* xyz -2 5
Cr 1.183 -0.278 0.247
Br 1.722 -1.697 2.375
C -2.640 -1.509 -1.343
C -2.069 -1.429 0.041
O -1.078 -0.871 0.316
N -2.856 -2.120 1.114
H -3.854 -2.066 0.911
H -2.721 -3.135 1.071
C -2.480 -1.646 2.519
H -3.395 -0.721 -1.420
H -3.096 -2.484 -1.534
H -1.857 -1.347 -2.081
H -1.408 -1.436 2.486
H -2.807 -2.412 3.212
H -2.964 -0.674 2.595
C -2.385 2.388 1.321
F -3.059 3.528 1.384
F -2.744 1.604 2.371
F -2.733 1.814 0.161
S -0.505 2.666 1.457
O -0.168 3.674 0.474
O -0.411 3.059 2.861
O 0.077 1.348 1.192
C 2.047 -4.383 -1.235
F 2.527 -5.249 -2.127
F 1.177 -4.989 -0.426
F 3.028 -3.898 -0.492
S 1.250 -2.869 -2.155
O 1.264 -1.845 -1.097
O 2.054 -2.612 -3.328
O -0.131 -3.264 -2.491
C 3.862 2.105 2.756
F 4.882 1.317 3.041
F 2.696 1.684 3.281
F 4.060 3.315 3.294
S 3.606 2.241 0.834
O 4.929 2.060 0.274
O 2.670 1.144 0.502
O 3.075 3.564 0.575
C -0.949 2.214 -3.070
F -1.845 1.188 -3.011
F -1.092 2.782 -4.258
F -1.279 3.063 -2.119
S 0.864 1.641 -2.698
O 0.751 0.728 -1.536
O 1.249 0.942 -3.903
O 1.557 2.866 -2.340
*
```

Atomic partial charges in e from the Mulliken method, atoms 1 to 4: number 1, Cr, carries 0.467; number 2, Br, carries -0.731; number 3, C, carries -1.248; number 4, C, carries 0.451



Which value of electronic energy does entry 4 give? -7384.88317 eV